a:
Density functional theory data (ωB97M-V with the def2-TZVPD basis set) for an isolated molecule of HN3O.

ORCA input file:
```
! RIJCOSX wB97M-V def2-TZVPD def2/J DEFGRID3
* xyz 0 1
N 0.2876 0.3670 0.6036
N 0.3193 0.6674 1.6953
N -0.0418 -0.3160 -0.4019
O -1.2583 -0.2364 -0.7882
H 0.6932 -0.4820 -1.1087
*
```

The gap between HOMO and LUMO (alpha / beta) is 8.24 / 8.25 eV. The value obtained for the lowest unoccupied orbital energy (alpha / beta) is -0.26 / -0.26 eV.

b:
Density functional theory data (ωB97M-V with the def2-TZVPD basis set) for HN3O as an isolated structure.

ORCA input file:
```
! RIJCOSX wB97M-V def2-TZVPD def2/J DEFGRID3
* xyz 0 1
N -1.0016 -0.1293 -0.3747
N -0.1833 -0.9048 0.3181
N 0.0264 0.2638 -1.0998
O 0.9754 -0.4122 -0.3651
H 0.1831 1.1825 1.5214
*
```

The gap between HOMO and LUMO (alpha / beta) is 11.92 / 8.41 eV. The value obtained for the lowest unoccupied orbital energy (alpha / beta) is -0.25 / -2.87 eV.

Which structure loses on stability? b does.

a:
Density functional theory data (ωB97M-V with the def2-TZVPD basis set) for C25H27BF3KN14P as an isolated structure.

ORCA input file:
```
! RIJCOSX wB97M-V def2-TZVPD def2/J DEFGRID3
* xyz 0 2
K -0.0474 0.1872 -0.0671
C 2.5647 0.9528 -3.4474
C 1.4358 0.1443 -3.2322
N 0.4732 0.8060 -2.6055
N 0.9604 2.0574 -2.4055
C 2.2089 2.1650 -2.9039
B 0.1684 3.1212 -1.5897
N -1.3447 2.8299 -1.6296
C -2.2352 3.4583 -2.4297
C -3.4713 2.9014 -2.2149
C -3.2312 1.9138 -1.2435
N -1.9557 1.8696 -0.8938
N 0.7161 3.1661 -0.1168
C 1.9141 3.6868 0.2371
C 2.0847 3.5076 1.5886
C 0.9078 2.8491 1.9884
N 0.0895 2.6437 0.9668
N 0.4207 4.5134 -2.1898
C 0.1812 5.6839 -1.5531
C 0.3132 6.6995 -2.4669
C 0.6309 6.0330 -3.6669
N 0.6866 4.7218 -3.5021
H 3.4853 0.7008 -3.9450
H 1.2872 -0.8887 -3.5096
H 2.7382 3.1019 -2.8715
H -1.9220 4.2474 -3.0934
H -4.4017 3.1708 -2.6839
H -3.9363 1.2391 -0.7815
H 2.5480 4.1622 -0.4933
H 2.9223 3.8139 2.1912
H 0.6277 2.5167 2.9767
H -0.0679 5.7002 -0.5045
H 0.2012 7.7565 -2.2965
H 0.8264 6.4544 -4.6416
C -1.5176 -5.5172 0.2085
N -1.0720 -4.3169 -0.4797
C -1.3906 -3.9915 -1.7702
C -0.8296 -2.7685 -2.0032
N -0.1748 -2.3376 -0.8840
C -0.3428 -3.2773 0.0274
P 0.3673 -3.2891 1.7154
C 1.9290 -2.4192 1.4116
N 2.0921 -1.2436 0.8420
C 3.4371 -1.0178 0.8230
C 4.0966 -2.0727 1.3908
N 3.1325 -2.9640 1.7675
C 3.3714 -4.2459 2.4111
C -0.5845 -1.9759 2.5655
N -0.4108 -0.6742 2.4408
C -1.2919 -0.0868 3.3055
C -1.9968 -1.0453 3.9733
N -1.5427 -2.2480 3.5048
C -2.0394 -3.5434 3.9373
H -1.5529 -6.3381 -0.5041
H -2.5074 -5.3744 0.6415
H -0.8128 -5.7692 0.9971
H -1.9808 -4.6447 -2.3900
H -0.8730 -2.1688 -2.8983
H 3.8534 -0.1158 0.4048
H 5.1422 -2.2661 1.5581
H 4.4409 -4.3500 2.5732
H 3.0292 -5.0655 1.7819
H 2.8630 -4.2971 3.3717
H -1.3798 0.9849 3.3816
H -2.7752 -0.9834 4.7145
H -2.1029 -3.5619 5.0233
H -1.3502 -4.3210 3.6169
H -3.0232 -3.7392 3.5124
F -3.7816 -0.7456 1.2645
C -3.2038 -1.6741 0.5455
F -3.4700 -1.5356 -0.7267
F -3.5265 -2.8863 0.9749
*
```

As for the expectation value of S²: 0.752. The gap between HOMO and LUMO (alpha / beta) is 8.22 / 7.43 eV. The value obtained for the lowest unoccupied orbital energy (alpha / beta) is 0.08 / -0.72 eV.

b:
Density functional theory data (ωB97M-V with the def2-TZVPD basis set) for C25H27BF3KN14P as an isolated structure.

ORCA input file:
```
! RIJCOSX wB97M-V def2-TZVPD def2/J DEFGRID3
* xyz 0 2
K -0.3267 0.4729 -0.0117
C -1.6187 0.1905 4.5833
C -0.5742 0.4890 3.6953
N -0.5638 -0.3385 2.6596
N -1.5896 -1.2040 2.8652
C -2.2447 -0.8892 4.0045
B -2.1001 -2.2632 1.8318
N -0.9478 -2.8701 0.9871
C -0.7478 -4.1901 0.7804
C 0.3240 -4.3381 -0.0684
C 0.7237 -3.0209 -0.3327
N -0.0453 -2.1486 0.3010
N -3.1671 -1.5887 0.9298
C -4.5113 -1.6736 0.9840
C -5.0391 -0.7294 0.1311
C -3.9133 -0.0897 -0.4012
N -2.7909 -0.6010 0.0862
N -2.6975 -3.4284 2.6331
C -2.1183 -3.9688 3.7332
C -2.7402 -5.1625 4.0017
C -3.7011 -5.2798 2.9785
N -3.6618 -4.2462 2.1557
H -1.8748 0.6862 5.5034
H 0.1662 1.2701 3.7643
H -3.1043 -1.4493 4.3314
H -1.3806 -4.9364 1.2308
H 0.7470 -5.2561 -0.4378
H 1.5281 -2.6567 -0.9555
H -4.9953 -2.4158 1.5914
H -6.0777 -0.5425 -0.0789
H -3.8666 0.7128 -1.1225
H -1.3036 -3.4727 4.2332
H -2.5375 -5.8420 4.8111
H -4.4167 -6.0690 2.8091
C 0.0829 2.4297 -4.5743
N 0.3393 1.1956 -3.8591
C -0.3985 0.0357 -3.9495
C 0.1352 -0.8238 -3.0376
N 1.1741 -0.2185 -2.3753
C 1.2667 0.9949 -2.8837
P 2.5741 2.1864 -2.4164
C 3.2405 1.4613 -0.8914
N 2.5096 1.3286 0.3288
C 2.7673 0.0275 0.8577
C 3.6006 -0.5877 0.0161
N 3.9441 0.2647 -1.0117
C 4.5987 -0.1669 -2.2246
C 1.4526 3.4595 -1.7369
N 0.2513 3.2492 -1.2143
C -0.2206 4.4809 -0.8537
C 0.7002 5.4414 -1.1636
N 1.7558 4.7862 -1.7380
C 3.0273 5.3869 -2.0972
H -0.4621 2.1983 -5.4863
H 1.0270 2.9040 -4.8410
H -0.5049 3.1129 -3.9609
H -1.2232 -0.0642 -4.6338
H -0.1727 -1.8271 -2.7922
H 2.2929 -0.3116 1.7635
H 3.9788 -1.5947 0.0612
H 5.2166 -1.0328 -1.9974
H 5.2421 0.6268 -2.6024
H 3.8646 -0.4411 -2.9873
H -1.1891 4.6012 -0.3981
H 0.6932 6.5098 -1.0327
H 2.8546 6.4027 -2.4462
H 3.4873 4.8077 -2.8943
H 3.6961 5.4093 -1.2371
F 1.1899 2.4270 1.7994
C 2.4251 2.3865 1.2727
F 3.2720 2.2304 2.3014
F 2.6778 3.5730 0.7288
*
```

As for the expectation value of S²: 0.758. The gap between HOMO and LUMO (alpha / beta) is 6.73 / 8.38 eV. The value obtained for the lowest unoccupied orbital energy (alpha / beta) is 0.20 / 0.07 eV.

Which structure loses on stability? a does.

a:
Density functional theory data (ωB97M-V with the def2-TZVPD basis set) for H80O40 as an isolated structure.

ORCA input file:
```
! RIJCOSX wB97M-V def2-TZVPD def2/J DEFGRID3
* xyz 1 2
H 0.4035 -2.4077 -4.2417
H 0.5332 -0.8120 -3.6867
O 0.0269 -1.5402 -3.9953
H -0.6540 -5.5256 -1.5529
H 0.4944 -6.2329 -1.3105
O -0.2511 -6.3958 -1.9311
H 3.3373 1.0468 -5.5458
H 2.3928 -0.0754 -6.0843
O 3.0498 0.1071 -5.4387
H -0.5178 3.3396 -2.9955
H 0.2916 4.5590 -3.1581
O 0.1209 3.6771 -3.5939
H 3.5690 -0.2996 1.9928
H 4.9347 -0.1417 2.6758
O 4.4198 0.1082 1.8932
H 0.3496 4.7755 -0.6336
O -0.1493 5.2188 -1.3688
H -4.7662 2.0570 -1.4618
O -5.2104 2.2737 -2.2796
H -0.3800 -1.1742 -1.0361
H 0.6423 -1.9456 -0.1643
O -0.2760 -1.5465 -0.1379
H 1.7348 2.9347 1.8928
H 1.2334 4.2646 2.4534
O 0.9249 3.3301 2.1714
H -1.3529 2.7119 -4.7900
H -1.7228 2.2915 -6.2103
O -1.2312 2.9438 -5.7074
H -1.7125 -3.5200 -0.5285
H -2.5207 -4.5312 0.3701
O -2.2694 -3.5808 0.2496
H -0.4093 2.2729 6.1523
O -0.6501 1.6265 6.8160
H 1.3480 0.4669 -0.6451
H 1.9452 1.4227 -1.2319
O 2.3098 0.5354 -0.8861
H -3.9361 -0.9686 -4.5185
H -2.6587 -1.0625 -5.3120
O -3.5058 -1.4256 -5.2315
H 2.8920 -2.3184 5.8061
H 3.1618 -3.3505 4.7186
O 3.5492 -2.5453 5.0831
H -0.3321 1.2682 -0.4784
H -0.7718 2.6875 -1.1016
O 0.0114 2.2074 -0.6733
H 0.2742 1.5202 1.0081
H -0.3443 0.2957 2.0227
O 0.2625 0.6093 1.2838
H -0.0346 -1.6025 5.5530
H -0.2302 -2.7559 6.5556
O -0.5270 -2.5058 5.6711
H -4.4718 -1.2645 0.1178
O -3.5239 -1.2934 0.1711
H 2.6687 -2.4265 -4.9004
H 2.1180 -3.8358 -4.7538
O 1.9157 -2.9117 -4.5878
H 1.5843 0.4943 2.2340
O 2.0883 -0.0952 2.9412
H 2.8980 1.6057 0.2375
H 3.7266 1.7448 1.6155
O 3.0989 2.2166 1.0133
H 3.8670 -3.1529 0.0645
H 4.5797 -3.9352 -1.0454
O 4.0515 -4.1019 -0.2064
H -1.0462 -2.4528 -2.8211
H -2.3209 -3.2148 -2.7646
O -1.4583 -3.1643 -2.3380
H 1.1508 1.0594 -3.5652
H 1.8303 -0.1210 -4.1516
O 1.1836 0.0914 -3.4818
H -4.2876 4.4444 -1.3436
H -3.5605 4.2699 0.0913
O -3.5154 4.2182 -0.8706
H 1.4854 3.0915 -4.7703
H 2.3286 3.7163 -3.7417
O 2.3972 3.0330 -4.3754
H 4.5479 -0.9793 -3.0782
H 3.8260 -1.0849 -1.7837
O 3.9099 -1.5093 -2.6127
H -1.3104 -0.1349 -3.1414
H -0.7381 1.2182 -2.3940
O -1.2629 0.3959 -2.3327
H -0.6324 -1.6335 2.2890
H -0.4257 -2.2629 3.6727
O 0.0973 -1.6961 3.0629
H -1.9385 -0.1740 0.8758
H -2.6992 -0.6145 2.1091
O -2.1721 0.1061 1.8012
H -0.7085 5.1920 1.4228
O -0.3766 6.0553 1.2172
H -5.1172 -0.5664 -2.5769
H -4.3356 0.5871 -2.5430
O -4.2793 -0.3167 -2.9675
H -3.0866 -2.1510 -0.1777
H -0.3207 6.0619 -0.9686
H 2.0307 -1.0248 2.6006
H -5.2681 1.5452 -2.9101
H -0.9447 1.0112 6.0776
H -1.0512 6.7076 1.4463
O 2.8217 5.5364 1.4032
H 2.9080 4.5795 1.0898
H 2.1860 5.7887 0.6831
O -2.2031 -2.8124 3.3082
H -2.2961 -2.8401 2.2397
H -1.8906 -3.6844 3.5008
O -1.1133 2.2467 3.7669
H -0.5486 2.5828 3.0463
H -1.4805 1.3678 3.5527
O 1.4202 -4.4548 4.3742
H 0.6046 -4.7562 4.8699
H 1.1317 -3.5914 4.5885
O 0.7865 -4.5082 -0.1623
H 1.6523 -4.0925 0.1165
H 0.1028 -4.2180 0.4384
O 0.4250 -0.2882 5.0508
H 1.0841 0.1892 5.5819
H 0.8409 -0.4756 4.2156
O -4.1132 0.1324 4.0942
H -4.7600 -0.5474 4.3212
H -4.2031 0.7686 4.8659
*
```

As for the expectation value of S²: 0.756. The gap between HOMO and LUMO (alpha / beta) is 9.21 / 2.45 eV. The value obtained for the lowest unoccupied orbital energy (alpha / beta) is -3.19 / -9.96 eV.

b:
Density functional theory data (ωB97M-V with the def2-TZVPD basis set) for a 40-piece molecular cluster, H80O40 overall.

ORCA input file:
```
! RIJCOSX wB97M-V def2-TZVPD def2/J DEFGRID3
* xyz 1 2
H 0.9353 -4.2769 1.2109
H 2.5530 -4.4130 1.0053
O 1.8374 -3.8805 1.3043
H -0.9708 -0.6351 -6.6109
H -1.5819 0.6896 -6.7602
O -1.1105 0.1573 -6.1037
H -4.4376 1.8090 -3.5530
H -4.0892 1.0656 -2.4071
O -4.7426 1.7417 -2.6135
H -3.0159 -0.2572 2.5326
H -3.3252 -1.4349 1.8034
O -2.5465 -1.0508 2.2110
H -3.1414 -3.7420 -2.3348
H -4.1108 -3.0848 -3.5308
O -3.8664 -3.8018 -2.9844
H 3.8879 -2.4407 -3.4582
O 4.5353 -2.9765 -3.9221
H -1.7454 4.3060 -0.7401
O -1.7715 5.2715 -0.6702
H -1.1062 -5.3645 -1.1406
H -2.0521 -6.2096 -1.6926
O -1.5100 -5.4521 -1.9825
H 0.0107 -3.2607 3.9136
H 0.1844 -4.2614 4.8279
O 0.6254 -3.3954 4.6708
H -1.2995 3.5786 -5.2162
H -2.5530 4.1537 -4.3833
O -2.0694 3.3563 -4.6615
H 4.7237 -2.8228 -2.0725
H 4.4534 -2.5835 -0.5625
O 4.2492 -3.1511 -1.3477
H 0.7932 3.0950 -5.7301
O 0.3604 2.2924 -5.9924
H 3.7545 3.9558 2.4257
H 4.1979 2.3713 2.5296
O 3.9828 3.1429 1.9129
H -1.0327 -0.9210 -3.2146
H -1.3196 -0.3591 -4.6159
O -1.6799 -0.9805 -3.9049
H -6.4525 2.1976 1.4326
H -5.1178 2.3480 0.7217
O -5.5375 2.4516 1.6264
H 2.2432 -1.8912 -2.2730
H 2.8383 -0.4668 -2.1800
O 2.4403 -1.1026 -2.7620
H 4.0512 0.0643 3.5346
H 4.6586 1.2170 4.4687
O 4.3316 1.0123 3.5892
H 2.3547 -4.3484 3.5347
H 3.7410 -5.0091 3.2160
O 3.3173 -4.3216 3.7294
H 3.0778 2.7332 -1.6531
O 3.0164 3.6050 -1.2699
H -2.0896 -1.9011 3.5940
H -2.3240 -2.8820 4.7440
O -1.8765 -2.8113 3.8928
H 1.2375 4.5912 3.0200
O 1.9863 4.6961 3.6063
H 2.6048 -4.5296 -2.7007
H 1.8948 -4.5176 -1.2783
O 1.9915 -4.0380 -2.1223
H 1.8573 0.5349 1.2962
H 1.8578 1.0716 2.7514
O 2.3418 0.4365 2.1803
H 2.6636 -2.4229 3.8502
H 1.9814 -1.7556 2.7993
O 2.8786 -1.7623 3.1677
H -0.2285 2.7847 -1.3952
H -1.3330 1.6330 -1.2437
O -0.7985 2.2597 -0.7776
H -3.2749 1.5382 1.1308
H -3.6221 0.6486 -0.1315
O -3.7323 0.7394 0.8469
H -0.3173 2.7291 2.2866
H 0.0059 1.9557 0.9365
O 0.3149 2.2236 1.7911
H 0.3065 -6.8002 0.6872
H 0.0317 -5.3696 0.4955
O 0.7747 -5.9844 0.6248
H 1.4046 5.3905 -1.7580
H 1.8184 6.3717 -0.7001
O 1.0574 6.2059 -1.2868
H 4.8677 1.9028 -1.1374
H 5.4886 0.9217 -0.3943
O 4.8599 1.6534 -0.2032
H 5.9019 -1.5333 1.6994
H 4.3739 -1.3687 1.9417
O 5.0136 -1.7710 1.3538
H -2.1696 1.5851 5.4031
O -2.1692 0.6822 5.7900
H -1.6200 4.8808 3.5003
H -0.8130 5.1297 2.2618
O -0.7186 4.8433 3.1740
H 3.2911 3.3327 -0.3742
H 4.1313 -3.8854 -3.9006
H 2.1710 3.7960 3.8306
H -1.0870 5.8445 -0.9395
H 0.7552 1.4419 -5.8091
H -2.0468 0.0919 5.0680
O -0.3103 -3.8947 -0.2604
H 0.3489 -3.7396 -0.9593
H -0.4831 -3.0483 0.1021
O -1.4585 -0.4526 -0.9697
H -0.9133 -1.1437 -0.6309
H -1.7689 0.1834 -0.3442
O -4.4282 -4.4074 1.0710
H -4.7256 -3.7388 0.4528
H -3.4789 -4.2265 1.1004
O 1.6787 1.3833 -2.3300
H 0.9973 0.8060 -1.9801
H 1.7867 1.0346 -3.2309
O -3.8305 0.2523 -4.9299
H -3.2754 -0.3635 -4.3868
H -4.7780 0.1251 -4.8741
O -3.0227 4.7900 2.0111
H -2.5215 4.4526 1.2916
H -3.0896 5.7403 1.9597
O -3.4730 2.6425 3.8907
H -4.4806 2.6890 3.8662
H -3.3855 3.6123 3.7221
*
```

As for the expectation value of S²: 0.758. The gap between HOMO and LUMO (alpha / beta) is 9.63 / 3.34 eV. The value obtained for the lowest unoccupied orbital energy (alpha / beta) is -3.16 / -9.45 eV.

Which structure loses on stability? a does.